(1)
8
Properties=species:S:1:pos:R:3 method="wB97M-V/def2-TZVPD" energy_ev=-26204.03019 e_homo_ha="-0.377 / -0.453" multiplicity=9 charge=+1 orbital_gap_ev="4.16 / 6.29"
H 0.632 -0.541 -1.095
O -0.303 0.509 -0.885
C 0.130 0.399 0.508
C 1.032 -0.781 0.309
Eu -2.270 0.706 -2.015
H -0.675 0.205 1.237
H 0.741 1.291 0.737
F 0.712 -1.789 1.204

(2)
19
Properties=species:S:1:pos:R:3 method="wB97M-V/def2-TZVPD" energy_ev=-9370.32053 smiles=C[C@@H](N)[C@](C)(N)O e_homo_ha=-0.346 charge=0 orbital_gap_ev=10.45
C -1.556 -0.921 -0.129
C -0.671 0.384 -0.493
N -1.269 1.522 0.178
C 0.704 0.118 0.088
C 1.441 -1.085 -0.481
N 0.796 0.166 1.505
O 1.349 1.443 -0.447
H -2.539 -0.749 -0.561
H -1.168 -1.838 -0.562
H -1.662 -1.009 0.949
H -0.606 0.444 -1.587
H -0.665 2.323 0.011
H -2.186 1.717 -0.209
H 1.323 -1.131 -1.560
H 2.498 -0.969 -0.248
H 1.086 -2.013 -0.040
H 0.170 0.870 1.882
H 0.665 -0.733 1.948
H 2.291 1.460 -0.245

(3)
15
Properties=species:S:1:pos:R:3 method="wB97M-V/def2-TZVPD" energy_ev=-33437.56638 e_homo_ha=-0.128 charge=-1 orbital_gap_ev=6.86
C -0.463 -0.262 -0.152
C -0.513 -0.628 1.157
C 0.586 -2.313 0.150
C 3.281 -1.882 -0.007
C 2.798 0.459 -0.070
N 0.263 -1.304 -0.723
N 3.016 -0.788 0.361
N 0.113 -1.802 1.360
O 3.682 -2.966 -0.031
S 2.212 1.668 0.990
S 2.989 0.741 -1.733
H -0.540 0.651 -0.707
H -1.001 -0.182 2.014
H -0.046 -2.220 2.243
H 0.608 -1.189 -1.833

(4)
81
Properties=species:S:1:pos:R:3 method="wB97M-V/def2-TZVPD" energy_ev=-173536.13509 e_homo_ha=-0.702 charge=+4 orbital_gap_ev=5.20
C 2.848 6.944 -13.054
N 3.458 7.365 -14.378
C 4.693 7.911 -14.455
C 5.201 8.363 -15.647
C 4.420 8.317 -16.797
C 3.205 7.668 -16.694
C 2.695 7.257 -15.462
C 4.908 8.964 -18.031
C 6.244 8.948 -18.402
C 6.675 9.590 -19.545
N 5.836 10.414 -20.216
C 4.521 10.310 -20.018
C 4.020 9.634 -18.898
C 6.338 11.311 -21.261
H 2.694 5.878 -13.208
H 1.866 7.401 -12.959
H 3.554 7.285 -12.306
H 5.142 7.916 -13.471
H 6.190 8.802 -15.606
H 2.565 7.475 -17.545
H 1.712 6.826 -15.330
H 6.927 8.287 -17.883
H 7.722 9.649 -19.810
H 3.925 10.918 -20.684
H 2.969 9.641 -18.638
H 6.618 10.669 -22.102
H 7.293 11.790 -21.046
H 5.579 12.039 -21.523
Cu 1.286 7.042 -21.917
Cu 1.500 9.516 -21.152
C 4.841 9.021 -28.767
C 4.742 8.020 -27.590
C 3.344 7.467 -27.323
C 2.622 8.518 -26.495
N 1.216 8.253 -26.013
C 0.230 8.082 -27.198
C -1.127 8.441 -26.638
C -0.975 9.323 -25.404
C 0.558 9.472 -25.321
C 1.174 7.038 -25.114
H 4.566 8.463 -29.662
H 5.828 9.458 -28.885
H 4.105 9.820 -28.647
H 5.222 8.333 -26.657
H 5.427 7.245 -27.946
H 3.472 6.564 -26.724
H 2.901 7.242 -28.293
H 2.501 9.489 -26.983
H 3.225 8.827 -25.636
H 0.171 7.088 -27.636
H 0.573 8.785 -27.955
H -1.626 7.500 -26.400
H -1.748 8.897 -27.409
H -1.507 8.931 -24.538
H -1.281 10.367 -25.471
H 1.118 9.577 -24.390
H 0.795 10.307 -25.979
H 0.143 6.911 -24.765
H 1.961 7.233 -24.381
H 1.256 6.109 -25.678
C 4.370 7.776 -22.389
O 3.216 8.472 -22.759
H 5.316 8.340 -22.396
H 4.348 7.450 -21.341
H 4.610 6.914 -23.021
Cl 7.444 6.460 -20.185
C 8.509 6.124 -21.597
C 8.251 7.112 -22.715
Cl 8.725 8.771 -22.375
H 8.565 5.071 -21.859
H 9.519 6.362 -21.257
H 7.192 7.014 -22.961
H 8.795 6.849 -23.621
Cl 5.815 3.316 -19.648
C 4.822 4.732 -19.980
C 3.332 4.407 -19.810
Cl 2.972 4.488 -18.049
H 4.947 5.030 -21.021
H 5.094 5.528 -19.295
H 2.991 3.464 -20.230
H 2.682 5.216 -20.175